Record 1
The following is a quantum chemistry calculation of C30H75CdK2N5O4S as an isolated structure at a distorted geometry, from OMol25.

CARTESIAN COORDINATES (ANGSTROEM)
K -0.88 0.42 -2.32
K 2.13 3.02 -2.64
Cd 1.52 1.68 2.68
S 0.97 0.58 0.28
O 1.28 1.16 -1.04
O 0.18 -0.62 0.13
O 2.19 0.40 1.15
O 0.18 1.61 1.12
C 1.67 -1.13 -4.52
C 0.39 -1.94 -4.62
N -0.21 -2.17 -3.31
C -1.47 -2.90 -3.48
C -2.25 -3.11 -2.20
C 0.70 -2.78 -2.33
C 1.07 -4.23 -2.59
H 1.52 -0.31 -3.80
H 1.88 -0.65 -5.48
H 2.54 -1.72 -4.26
H -0.34 -1.42 -5.24
H 0.64 -2.90 -5.09
H -2.11 -2.39 -4.22
H -1.27 -3.87 -3.96
H -1.69 -3.70 -1.47
H -2.49 -2.16 -1.72
H -3.18 -3.64 -2.39
H 0.24 -2.67 -1.35
H 1.59 -2.15 -2.27
H 0.20 -4.89 -2.56
H 1.80 -4.59 -1.87
H 1.53 -4.36 -3.57
C 3.16 -0.57 4.46
C 1.69 -0.86 4.21
N 0.82 0.35 4.31
C 0.86 0.95 5.67
C 0.31 0.09 6.79
C -0.56 -0.04 3.90
C -1.57 1.08 3.97
H 3.51 0.26 3.84
H 3.74 -1.44 4.16
H 3.37 -0.37 5.51
H 1.55 -1.28 3.21
H 1.31 -1.63 4.88
H 1.87 1.28 5.91
H 0.27 1.88 5.62
H 0.89 -0.83 6.94
H 0.38 0.65 7.73
H -0.73 -0.20 6.65
H -0.86 -0.94 4.44
H -0.49 -0.37 2.85
H -2.49 0.76 3.49
H -1.21 1.96 3.42
H -1.80 1.39 4.99
C 4.09 -3.94 2.48
C 3.23 -5.07 1.88
N 1.82 -4.97 2.27
C 1.20 -3.89 1.50
C -0.21 -3.53 1.96
C 1.14 -6.24 2.00
C 1.51 -7.33 3.00
H 5.14 -4.22 2.41
H 3.86 -3.85 3.55
H 3.97 -3.00 1.96
H 3.32 -5.06 0.78
H 3.64 -6.01 2.23
H 1.80 -2.99 1.64
H 1.25 -4.11 0.42
H -0.45 -2.60 1.44
H -0.96 -4.28 1.73
H -0.16 -3.35 3.03
H 1.37 -6.58 0.98
H 0.07 -6.08 2.10
H 2.55 -7.63 2.98
H 0.93 -8.23 2.77
H 1.25 -7.04 4.02
C -4.47 0.70 -3.82
C -4.69 0.75 -2.32
N -3.48 1.14 -1.58
C -3.67 1.00 -0.13
C -3.62 -0.44 0.33
C -3.10 2.53 -1.89
C -4.14 3.63 -1.61
H -4.34 1.70 -4.24
H -5.34 0.28 -4.31
H -3.56 0.14 -4.09
H -5.53 1.41 -2.10
H -4.96 -0.25 -1.98
H -4.62 1.43 0.21
H -2.86 1.53 0.39
H -4.38 -1.09 -0.09
H -3.78 -0.47 1.41
H -2.63 -0.87 0.19
H -2.20 2.79 -1.32
H -2.77 2.64 -2.94
H -3.63 4.59 -1.57
H -4.87 3.66 -2.41
H -4.66 3.46 -0.67
C 0.39 5.82 -4.54
C 1.01 6.54 -3.35
N 1.17 5.70 -2.16
C -0.16 5.48 -1.55
C -0.12 4.51 -0.38
C 2.07 6.35 -1.19
C 3.49 6.51 -1.68
H 1.16 5.31 -5.13
H -0.12 6.51 -5.21
H -0.35 5.08 -4.26
H 1.96 6.97 -3.67
H 0.40 7.43 -3.11
H -0.58 6.45 -1.25
H -0.79 5.03 -2.31
H -1.13 4.26 -0.06
H 0.35 3.57 -0.70
H 0.43 4.87 0.49
H 2.11 5.72 -0.30
H 1.66 7.32 -0.86
H 3.88 5.56 -2.07
H 4.12 6.83 -0.85
H 3.59 7.24 -2.47

The orbital gap is 5.314 eV. As for the net charge: +2. For the energy relative to the best compared isomer or geometry (same formula, charge and spin), the calculation gives 14.5 kJ/mol. For the calculated total energy, the calculation gives -3528.1898 hartree.


Record 2
The following is a quantum chemistry calculation of a single C5H10O molecule at a distorted geometry, from OMol25.

CARTESIAN COORDINATES (ANGSTROEM)
C -1.69 -1.03 0.44
C -0.24 -0.68 0.78
C 0.77 -0.58 -0.34
C 1.17 1.25 -0.48
O 0.65 1.78 -1.66
C 0.17 0.83 0.77
H -1.82 -2.10 0.21
H -2.02 -0.47 -0.43
H -2.38 -0.79 1.27
H 0.09 -1.25 1.67
H 0.36 -0.69 -1.33
H 1.71 -1.07 -0.13
H 2.23 1.02 -0.56
H 1.01 1.26 -2.40
H 0.70 1.09 1.67
H -0.70 1.42 0.53

The orbital gap is 8.337 eV. For the energy relative to the best compared isomer or geometry (same formula, charge and spin), the calculation gives 406.3 kJ/mol. For the calculated total energy, the calculation gives -271.5979 hartree.


Record 3
The following is a quantum chemistry calculation of a 2-piece molecular cluster, C5H17N2O overall at a distorted geometry, from OMol25.

CARTESIAN COORDINATES (ANGSTROEM)
C 0.12 -2.57 -0.67
C -0.07 -1.16 -0.12
C -1.34 -0.58 -0.64
C -2.05 0.57 0.19
C -1.25 1.63 0.89
N -0.16 2.09 0.01
N 1.03 -0.25 -0.61
H -0.38 -3.14 0.17
H -0.55 -2.73 -1.53
H 1.05 -3.10 -0.74
H -0.01 -0.98 1.02
H -1.27 -0.37 -1.72
H -2.20 -1.31 -0.70
H -2.82 1.02 -0.46
H -2.56 -0.04 0.98
H -0.84 1.15 1.79
H -1.85 2.53 1.17
H 0.15 2.99 0.36
H -0.56 2.24 -0.90
H 0.77 0.78 -0.40
H 1.92 -0.30 -0.07
H 0.96 -0.27 -1.65
H 4.17 -0.10 1.45
H 4.17 1.34 1.09
O 3.58 0.57 1.09

The orbital gap is 11.413 eV. As for the net charge: +1. For the energy relative to the best compared isomer or geometry (same formula, charge and spin), the calculation gives 82.9 kJ/mol. For the calculated total energy, the calculation gives -385.2092 hartree.


| no. | E_HOMO (eV) |
| --- | --- |
| 1 | -12.043 |
| 2 | -7.329 |
| 3 | -14.025 |